C35H66AsBaBrCl2N5O3PSi4 | ωB97M-V with the def2-TZVPD basis set

ΔE to the lowest compared entry with this formula, charge and spin	1.0	kcal/mol
net charge	-2
energy	-9128.0348	Eh
Kohn-Sham gap	5.00	eV
LUMO	3.7	eV

```
119
C35H66AsBaBrCl2N5O3PSi4, DFT ωB97M-V with the def2-TZVPD basis set
Ba -1.335 0.012 -0.044
Br -0.765 8.014 -0.276
C -0.991 6.164 -0.706
C -1.923 5.791 -1.672
C -2.091 4.460 -1.961
C -1.369 3.409 -1.297
O -1.669 2.199 -1.523
C -0.356 3.844 -0.366
C 0.623 2.994 0.317
N 0.870 1.751 0.156
C 1.983 1.231 0.868
C 3.071 2.011 1.210
C 4.070 1.583 2.098
C 3.902 0.361 2.716
C 2.866 -0.493 2.346
C 2.493 -1.651 3.138
C 1.611 -2.530 2.651
C 1.223 -2.405 1.207
N 1.090 -1.021 0.768
C 1.958 -0.162 1.270
C -0.223 5.209 -0.082
H -2.506 6.546 -2.185
H -2.810 4.146 -2.708
H 1.210 3.564 1.048
H 3.160 2.993 0.760
H 4.917 2.219 2.321
H 4.582 0.046 3.504
H 2.872 -1.728 4.154
H 1.215 -3.339 3.253
H 0.259 -2.913 1.042
H 0.524 5.513 0.643
Cl -4.686 -3.316 0.707
C 1.020 -6.542 1.162
Si 2.641 -5.582 1.308
C 3.030 -5.544 3.162
C 4.046 -6.651 0.621
Si 2.467 -3.509 0.181
Si 1.694 -4.089 -1.984
C -0.183 -4.081 -1.986
C 2.284 -5.830 -2.453
C 2.332 -3.008 -3.380
Si 4.664 -2.697 -0.029
C 4.742 -0.982 -0.777
C 5.597 -3.868 -1.194
C 5.624 -2.761 1.598
H 1.090 -7.499 1.690
H 0.741 -6.741 0.128
H 0.200 -5.973 1.608
H 3.276 -6.565 3.474
H 2.189 -5.203 3.766
H 3.881 -4.898 3.387
H 4.036 -7.628 1.116
H 5.008 -6.180 0.834
H 3.984 -6.812 -0.454
H -0.604 -4.803 -1.283
H -0.558 -4.315 -2.987
H -0.552 -3.084 -1.729
H 1.947 -6.614 -1.777
H 3.374 -5.866 -2.504
H 1.900 -6.061 -3.453
H 2.155 -1.947 -3.205
H 1.813 -3.291 -4.302
H 3.402 -3.152 -3.541
H 4.113 -0.906 -1.668
H 5.774 -0.742 -1.054
H 4.395 -0.224 -0.078
H 5.167 -3.866 -2.195
H 5.597 -4.898 -0.831
H 6.639 -3.540 -1.278
H 5.182 -2.090 2.335
H 6.660 -2.451 1.427
H 5.635 -3.772 2.013
C -0.477 -0.483 5.125
As -1.659 -0.284 3.622
C -3.283 0.500 4.299
C -2.130 -2.088 3.126
O -0.975 0.721 2.494
H -0.935 -1.091 5.905
H -0.236 0.508 5.506
H 0.431 -0.956 4.752
H -3.771 -0.162 5.015
H -3.921 0.647 3.430
H -3.051 1.458 4.763
H -2.596 -2.481 4.032
H -1.220 -2.653 2.932
H -2.836 -2.160 2.293
C -4.364 -0.556 -1.904
N -4.750 0.678 -1.217
C -4.852 1.848 -2.064
P -4.910 0.659 0.424
O -3.809 -0.079 1.090
N -4.975 2.217 0.991
C -6.145 3.064 0.886
C -3.741 2.956 1.239
N -6.429 0.067 0.779
C -7.114 -0.805 -0.181
C -6.558 -0.439 2.149
H -5.106 -0.814 -2.667
H -4.306 -1.387 -1.196
H -3.396 -0.424 -2.403
H -5.733 1.785 -2.717
H -3.948 1.930 -2.671
H -4.923 2.752 -1.464
H -7.018 2.463 0.644
H -6.016 3.839 0.119
H -6.320 3.573 1.840
H -3.442 3.564 0.380
H -2.916 2.288 1.492
H -3.889 3.624 2.093
H -7.035 -0.389 -1.183
H -8.174 -0.838 0.089
H -6.703 -1.819 -0.166
H -6.104 0.263 2.848
H -6.080 -1.419 2.247
H -7.621 -0.522 2.393
Cl 1.336 0.362 -2.710
C -0.324 -0.497 -2.817
H -0.121 -1.348 -3.481
H -0.898 0.225 -3.415
```

C4H39N2O14 | ωB97M-V with the def2-TZVPD basis set

ΔE to the lowest compared entry with this formula, charge and spin	96.0	kcal/mol
net charge	+1
energy	-1338.3868	Eh
Kohn-Sham gap	9.72	eV
LUMO	-2.3	eV

```
59
C4H39N2O14, DFT ωB97M-V with the def2-TZVPD basis set
N 0.186 -1.598 -1.368
C -0.267 -0.373 -0.712
C 0.705 0.793 -1.198
N 0.258 1.113 -2.578
C 1.387 1.723 -3.267
C 2.341 0.671 -3.749
O 3.121 0.190 -2.716
H 0.562 -1.255 -2.289
H -0.577 -2.049 -1.757
H 0.994 -2.135 -1.024
H -1.268 -0.037 -1.104
H -0.215 -0.346 0.346
H 0.559 1.643 -0.579
H 1.754 0.449 -1.120
H -0.620 1.587 -2.598
H 0.964 2.173 -4.185
H 1.983 2.449 -2.783
H 2.987 1.146 -4.510
H 1.921 -0.218 -4.322
H 2.897 -0.780 -2.593
H 1.008 2.787 3.869
H 1.230 1.708 2.764
O 0.957 1.894 3.627
H -1.908 2.239 3.079
H -0.631 1.609 3.904
O -1.666 1.496 3.657
H -1.958 -2.016 -3.081
H -0.719 -1.124 -3.725
O -1.109 -1.999 -3.683
H -0.836 -1.393 3.645
H -0.369 -0.963 5.194
O -0.095 -1.158 4.324
H 2.040 -2.056 1.367
H 2.652 -1.024 0.402
O 2.230 -1.942 0.409
H -3.830 0.777 -0.920
H -2.768 0.881 0.256
O -2.982 1.245 -0.558
H -3.783 -3.153 -1.312
H -3.412 -2.034 -0.425
O -3.170 -2.443 -1.338
H 4.148 1.383 1.059
H 3.677 1.277 -0.361
O 3.301 1.215 0.563
H 2.255 0.253 2.563
H 0.961 -0.405 3.356
O 1.409 -0.265 2.545
H 3.083 -2.840 -1.245
H 3.642 -3.392 -2.522
O 3.106 -2.656 -2.206
H -2.354 4.508 1.742
H -2.368 3.212 0.683
O -2.046 3.590 1.455
H -2.109 -0.005 3.453
H -3.346 -0.817 3.917
O -2.658 -0.765 3.352
H -2.997 -0.923 1.738
H -4.572 -0.953 1.546
O -3.685 -0.897 1.015
```